# 1
This record from the OMol25 dataset describes a structure of composition C12H26EuNO5P2S. The level of theory is the ωB97M-V functional and the def2-TZVPD basis.

Atoms and positions in Å:
Eu1 0.09865 -0.06918 0.42985
P1 2.14245 -1.08988 0.69495
C1 2.44715 -1.55448 -1.11335
C2 1.14795 -1.85728 -1.84895
N1 0.01755 -1.29768 -1.34065
C3 -1.16065 -1.51708 -1.98125
C4 -1.24875 -2.29528 -3.13885
C5 -0.07935 -2.85798 -3.65755
C6 1.13815 -2.63738 -3.00825
C7 -2.40155 -0.90828 -1.34175
P2 -1.97845 0.59372 -0.27075
H1 2.05385 -3.05738 -3.39775
H2 -2.19915 -2.46208 -3.62365
H3 -0.11585 -3.45978 -4.55385
H4 -3.13245 -0.62728 -2.10005
H5 -2.86035 -1.66808 -0.70905
H6 2.91055 -0.72908 -1.59445
H7 3.13695 -2.39618 -1.16855
H8 1.86375 3.74742 -1.96705
O1 2.70375 3.61942 -2.56515
H9 2.45795 3.95452 -3.47165
H10 -1.45165 4.79692 0.08515
O2 -1.06655 5.60052 -0.39455
H11 -1.51495 6.40042 0.01255
C8 -2.19975 1.98522 -1.52025
H12 -3.18265 1.93002 -1.98805
H13 -2.10415 2.95212 -1.02615
H14 -1.44005 1.91172 -2.29925
C9 -3.54005 0.75872 0.76765
H15 -3.49805 1.67192 1.36205
H16 -4.42255 0.79812 0.12915
H17 -3.63575 -0.09308 1.44115
C10 2.21055 -2.77278 1.53295
H18 3.13275 -3.29248 1.27355
H19 2.16985 -2.65278 2.61575
H20 1.36415 -3.38168 1.21485
C11 3.79745 -0.31968 1.15085
H21 3.82425 -0.08868 2.21565
H22 4.61365 -1.00368 0.91825
H23 3.94705 0.60142 0.58635
C12 -1.09285 0.62632 4.97755
S1 -0.02045 0.14312 3.59645
O3 1.39515 -0.23848 4.05195
O4 -0.49935 -1.16908 2.95785
O5 0.19345 1.22492 2.27975
H24 -0.73215 0.14452 5.91005
H25 -2.13515 0.30812 4.77255
H26 -1.05425 1.72762 5.10385

Force components x, y, z for each atom (eV/Å):
0.2 3.4 6.2
9.2 -4.3 1.4
-1.0 -0.8 0.7
0.2 -0.2 -0.2
-0.2 -3.2 -4.5
-0.1 -0.2 -0.3
0.6 0.2 0.3
0.1 0.4 0.6
-0.7 0.3 0.2
0.6 0.2 0.1
-9.2 3.2 -3.1
0.1 0.0 0.1
-0.1 0.1 0.0
0.0 0.0 0.0
0.0 0.0 0.0
-0.1 0.0 0.1
0.6 0.9 -0.4
0.0 -0.1 -0.1
2.4 -0.1 -2.0
-2.7 0.5 0.5
0.2 -0.4 1.6
0.7 2.0 -0.8
-1.5 -0.5 1.5
0.8 -1.6 -0.6
-0.2 -0.6 0.3
0.0 0.0 0.0
0.1 -0.1 0.0
0.0 0.0 0.0
0.3 -0.1 -0.7
0.2 0.0 -0.1
-0.1 0.0 0.0
0.1 0.0 0.0
0.2 0.5 -0.4
0.1 0.0 -0.1
-0.1 0.2 -0.1
-0.1 0.0 0.0
-0.3 -0.6 -0.3
-0.2 0.0 0.0
0.1 0.0 0.0
-0.1 0.0 0.0
-0.4 0.7 0.0
6.1 -3.0 -4.1
-3.9 2.4 -0.1
-1.0 3.0 0.3
-1.6 -1.8 5.3
0.1 0.1 -0.9
0.7 0.1 -0.1
0.1 -0.7 -0.2

Calculated values
Total charge: +1
2S+1: 8
HOMO-LUMO gap (alpha / beta) in eV: 6.72 / 7.51
ΔE to the lowest compared entry with this formula, charge and spin in kJ/mol: 897.9
HOMO level (alpha / beta) in eV: -10.017 / -10.726
LUMO (alpha / beta) in eV: -3.29 / -3.21
Calculated total energy in eV: -73323.9329

And the Löwdin charges, in e, turn out to be: Eu 1.14; P 0.75; C -0.25; C -0.29; N -0.11; C -0.30; C 0.00; C -0.01; C 0.00; C -0.25; P 0.73; H 0.12; H 0.12; H 0.12; H 0.10; H 0.10; H 0.08; H 0.10; H 0.08; O -0.13; H 0.06; H 0.04; O -0.12; H 0.07; C -0.23; H 0.05; H 0.02; H 0.04; C -0.23; H 0.04; H 0.04; H 0.04; C -0.22; H 0.05; H 0.04; H 0.04; C -0.22; H 0.04; H 0.04; H 0.04; C -0.13; S 0.65; O -0.40; O -0.48; O -0.62; H 0.09; H 0.08; H 0.08



# 2
This record from the OMol25 dataset describes a structure of composition C3HClFNO2. The level of theory is the ωB97M-V functional and the def2-TZVPD basis.

Atoms and positions in Å:
C1 -1.14750 0.20576 1.00969
C2 0.39495 0.35650 -0.31809
C3 0.12842 -0.93161 -0.19522
H1 -2.69055 -0.17471 2.18210
N1 -0.45581 1.13566 0.34413
O1 -1.93712 0.54119 2.10843
O2 -0.90341 -1.05840 0.64866
F1 0.60760 -2.08340 -0.59976
Cl1 1.58128 1.01938 -1.42518

Force components x, y, z for each atom (eV/Å):
-0.6 3.5 0.7
2.6 0.6 -3.4
0.3 -1.5 -0.1
2.1 2.0 -0.1
-2.1 -1.5 3.0
-1.2 -3.2 -2.0
-0.9 0.2 1.7
0.2 0.3 -0.4
-0.5 -0.3 0.6

Calculated values
Total charge: 0
HOMO-LUMO gap in eV: 9.37
ΔE to the lowest compared entry with this formula, charge and spin in kJ/mol: 0.0
HOMO level in eV: -9.138
LUMO in eV: 0.23
Calculated total energy in eV: -23950.5858

And the Löwdin charges, in e, turn out to be: C -0.39; C -0.70; C -0.38; H 0.18; N 0.17; O 0.08; O 0.20; F 0.16; Cl 0.68



# 3
This record from the OMol25 dataset describes a structure of composition C4H6N2O. The level of theory is the ωB97M-V functional and the def2-TZVPD basis.

Atoms and positions in Å:
C1 1.79650 0.89039 -0.68893
C2 -1.61073 0.04042 -0.54457
C3 -1.53025 -0.62275 0.77501
C4 -0.01720 -0.53247 0.73118
H1 2.18763 -0.23437 -0.36598
H2 2.32340 2.20012 -0.77435
H3 -1.55646 1.29642 -0.33172
H4 -2.06024 -0.37834 -1.43483
H5 -1.75891 -1.81799 0.86140
H6 -2.08768 -0.15088 1.58318
N1 0.55092 1.20970 -0.97866
N2 -0.05143 -0.17848 -0.72011
O1 0.95323 -0.84839 1.33970

Force components x, y, z for each atom (eV/Å):
0.0 4.9 -1.0
3.4 3.5 -0.5
-1.0 -3.6 2.0
0.1 -0.5 -2.2
-0.6 3.5 -1.0
-0.4 -4.7 0.6
-1.3 -3.6 -1.1
-0.8 0.4 0.3
0.3 2.8 -0.5
0.2 -0.1 0.1
3.2 -5.3 1.6
-2.8 2.3 0.8
-0.4 0.3 0.9

Calculated values
Total charge: 0
HOMO-LUMO gap in eV: 10.27
ΔE to the lowest compared entry with this formula, charge and spin in kJ/mol: 594.7
HOMO level in eV: -9.546
LUMO in eV: 0.72
Calculated total energy in eV: -9267.3382

And the Löwdin charges, in e, turn out to be: C -0.09; C -0.14; C -0.13; C -0.45; H 0.14; H 0.16; H 0.17; H 0.10; H 0.18; H 0.10; N -0.02; N -0.10; O 0.10